Entry from the OMol25 dataset: a molecular structure, C23H50CeO3P2 in a non-equilibrium geometry (ωB97M-V with the def2-TZVPD basis set).

Summary:
Highest occupied orbital energy (spin up / spin down) ... -21.840 / -21.841 eV
Electronic energy ... -62265.974 eV

Structure (ORCA input):
```
! RIJCOSX wB97M-V def2-TZVPD def2/J DEFGRID3
* xyz 4 1
Ce -0.205 -0.571 -0.225
C 0.862 -0.210 -2.325
O 1.470 -0.045 -3.311
C 0.646 1.653 0.243
O 0.998 2.719 0.559
P -2.259 1.038 -1.407
C -3.529 1.722 -0.230
H -4.345 2.081 -0.875
C -2.139 2.332 -2.724
H -1.350 2.991 -2.312
C -3.201 -0.397 -2.147
H -3.465 -1.006 -1.265
C 2.750 -2.737 0.511
P 2.411 -0.962 0.994
H 3.503 -1.193 3.092
H 1.894 -3.289 0.937
C 4.049 -0.155 0.665
H 4.783 -0.952 0.855
C -1.631 1.776 -4.052
H -2.379 1.148 -4.556
H -0.699 1.209 -3.957
H -1.423 2.632 -4.712
C -3.405 3.175 -2.915
H -3.245 3.857 -3.762
H -3.633 3.789 -2.035
H -4.283 2.561 -3.152
C -4.519 0.017 -2.809
H -5.180 0.577 -2.134
H -5.063 -0.898 -3.091
H -4.367 0.601 -3.726
C -2.346 -1.283 -3.068
H -2.639 -2.333 -2.911
H -1.252 -1.229 -2.914
H -2.534 -1.039 -4.122
C -4.096 0.648 0.704
H -4.798 -0.020 0.186
H -4.647 1.128 1.523
H -3.316 0.026 1.171
C -2.950 2.923 0.527
H -2.144 2.618 1.206
H -3.745 3.379 1.137
H -2.557 3.701 -0.142
C 4.041 -3.284 1.125
H 4.145 -3.075 2.195
H 4.926 -2.891 0.607
H 4.047 -4.378 1.002
C 2.742 -2.966 -1.002
H 3.639 -2.548 -1.476
C 1.883 0.169 3.512
H 1.863 -2.569 -1.534
H 2.753 -4.053 -1.174
C 1.715 -2.355 3.376
H 0.799 0.110 3.670
H 2.357 0.283 4.499
H 2.081 1.087 2.945
C 2.430 -1.106 2.852
H 1.616 -2.285 4.467
H 2.259 -3.281 3.154
H 0.698 -2.453 2.970
C 4.369 1.016 1.601
H 3.625 1.820 1.505
H 5.343 1.434 1.305
H 4.436 0.717 2.655
C 4.162 0.289 -0.794
H 4.076 -0.532 -1.514
H 5.147 0.762 -0.930
H 3.400 1.039 -1.042
H -0.605 0.591 2.021
H -1.368 0.563 1.813
C -2.406 -3.012 2.511
C -1.589 -3.351 1.322
C -1.438 -4.767 0.922
O -1.013 -2.436 0.657
H -2.120 -3.669 3.344
H -3.478 -3.191 2.331
H -2.255 -1.962 2.807
H -0.757 -4.880 0.070
H -1.054 -5.343 1.776
H -2.409 -5.214 0.667
*
```



Entry from the OMol25 dataset: a molecular structure, C23H50HgNO9S4 in a non-equilibrium geometry (ωB97M-V with the def2-TZVPD basis set).

Summary:
Highest occupied orbital energy ... -10.647 eV
Electronic energy ... -92084.635 eV

Structure (ORCA input):
```
! RIJCOSX wB97M-V def2-TZVPD def2/J DEFGRID3
* xyz 1 1
Hg 19.261 6.893 5.000
C 21.713 7.633 6.811
O 20.364 7.825 6.472
H 22.057 6.617 6.557
H 22.418 8.339 6.343
H 21.807 7.717 7.909
C 25.523 8.564 7.012
C 26.347 9.773 7.383
N 25.588 11.011 7.243
C 24.860 11.134 5.987
C 25.679 11.190 4.708
C 26.425 12.178 7.534
C 26.766 12.323 9.006
H 26.119 7.691 7.318
H 25.482 8.433 5.928
H 24.550 8.462 7.481
H 26.691 9.668 8.407
H 27.239 9.817 6.730
H 24.080 10.360 5.914
H 24.266 12.051 6.083
H 26.264 10.282 4.553
H 24.998 11.263 3.856
H 26.336 12.053 4.736
H 25.889 13.087 7.228
H 27.328 12.185 6.895
H 27.254 13.278 9.190
H 27.490 11.563 9.340
H 25.907 12.105 9.642
C 24.849 5.415 8.999
C 23.785 5.202 10.073
C 23.206 3.808 9.854
S 24.551 2.808 9.177
O 24.162 2.434 7.848
O 25.057 1.847 10.098
C 25.722 4.162 9.086
H 25.442 6.300 9.209
H 24.450 5.453 7.981
H 22.982 5.929 9.911
H 24.175 5.405 11.067
H 22.356 3.881 9.183
H 22.857 3.309 10.758
H 26.454 4.036 8.299
H 26.237 4.221 10.049
C 18.589 8.563 9.595
C 17.622 9.696 9.188
C 16.976 9.309 7.872
S 16.856 7.494 7.924
O 17.671 7.064 6.796
O 15.550 6.968 8.110
C 17.821 7.289 9.416
H 18.893 8.689 10.633
H 19.502 8.642 8.998
H 18.126 10.654 9.072
H 16.836 9.787 9.945
H 17.686 9.367 7.047
H 16.030 9.762 7.617
H 18.373 6.353 9.348
H 17.098 7.150 10.222
C 22.273 9.210 0.701
C 22.806 9.806 1.988
C 21.607 10.223 2.815
S 20.234 9.184 2.259
O 19.310 9.981 1.544
O 19.749 8.370 3.388
C 21.193 8.228 1.097
H 23.013 8.691 0.093
H 21.860 9.994 0.061
H 23.475 10.637 1.796
H 23.367 9.037 2.525
H 21.248 11.233 2.626
H 21.714 10.118 3.892
H 20.557 7.850 0.302
H 21.639 7.367 1.606
C 21.212 12.364 7.336
C 21.254 13.529 6.343
C 19.888 13.581 5.709
S 19.396 11.866 5.455
O 19.665 11.508 4.095
O 18.097 11.610 6.041
C 20.630 11.168 6.595
H 20.535 12.663 8.148
H 22.185 12.168 7.784
H 22.044 13.418 5.595
H 21.459 14.486 6.824
H 19.780 14.141 4.784
H 19.168 14.007 6.412
H 21.405 10.709 5.973
H 20.126 10.435 7.213
*
```



Entry from the OMol25 dataset: 8 unconnected molecules or ions with the total composition C23H50N2O22S3 in a non-equilibrium geometry (ωB97M-V with the def2-TZVPD basis set).

Summary:
Highest occupied orbital energy ... -8.377 eV
Electronic energy ... -105175.075 eV

Structure (ORCA input):
```
! RIJCOSX wB97M-V def2-TZVPD def2/J DEFGRID3
* xyz 0 1
C 0.261 -0.714 -0.997
N -0.979 -1.081 -1.681
C -2.190 -1.211 -0.682
C -1.393 0.112 -2.577
C -0.919 -2.386 -2.470
C 0.217 -2.354 -3.644
O 0.086 -3.387 -4.453
H 1.089 -0.812 -1.385
H 0.182 -1.302 -0.249
H -0.086 0.253 -0.338
H -2.303 -0.254 -0.195
H -2.140 -2.181 -0.086
H -3.171 -1.201 -1.203
H -0.649 0.376 -3.233
H -1.492 1.083 -1.816
H -2.416 -0.050 -3.289
H -1.913 -2.566 -3.096
H -0.637 -3.248 -1.942
H 1.250 -2.292 -3.342
H -0.022 -1.310 -4.261
H 0.142 -4.193 -4.025
N 1.810 -4.904 -1.592
O 1.218 -5.261 -2.601
O 2.654 -5.572 -1.104
O 1.718 -3.674 -1.385
O 0.208 -1.036 4.640
S 0.812 -0.908 3.343
O 2.127 -1.418 3.149
O -0.030 -1.890 2.390
C -0.095 -3.187 2.714
C -1.100 -3.991 1.867
C 0.625 0.657 2.821
H -0.284 -3.327 3.663
H 0.872 -3.603 2.608
H -1.023 -5.066 2.119
H -0.736 -3.891 0.826
H -2.048 -3.677 1.825
H 1.140 1.329 3.718
H -0.477 0.995 2.660
H 1.181 0.936 1.921
O -5.189 1.342 3.479
S -3.908 0.656 3.505
O -3.195 0.416 2.311
O -2.927 1.684 4.393
C -2.689 3.053 3.761
C -1.630 3.687 4.684
C -3.977 -0.787 4.443
H -3.595 3.542 3.846
H -2.308 3.059 2.771
H -0.615 3.241 4.595
H -1.774 3.648 5.719
H -1.487 4.669 4.338
H -4.040 -0.708 5.471
H -2.939 -1.069 4.377
H -4.409 -1.727 4.236
O -3.904 6.516 -0.146
S -3.532 5.674 0.948
O -4.212 5.849 2.221
O -3.578 4.019 0.515
C -4.760 3.599 -0.045
C -4.545 2.183 -0.541
C -1.837 6.059 1.290
H -5.153 3.974 -0.945
H -5.424 3.442 0.793
H -5.464 2.035 -1.354
H -4.549 1.657 0.289
H -3.561 1.723 -1.034
H -1.279 6.215 0.243
H -1.330 5.370 1.923
H -1.893 7.029 1.710
C 2.094 5.311 -0.800
C 2.802 4.029 -1.363
O 1.923 2.911 -1.001
C 0.848 3.437 -0.369
O -0.113 2.732 -0.041
O 0.953 4.663 -0.246
H 1.874 6.007 -1.627
H 2.915 5.708 -0.061
H 3.910 4.089 -1.015
H 2.918 4.097 -2.324
C 4.203 -3.548 -4.021
C 3.731 -4.686 -4.793
O 4.534 -4.484 -5.950
C 5.244 -3.315 -5.942
O 5.975 -2.869 -6.812
O 5.040 -2.723 -4.796
H 4.779 -3.982 -3.202
H 3.428 -3.088 -3.632
H 2.728 -4.611 -5.049
H 3.740 -5.797 -4.529
C 4.728 -2.663 0.480
C 3.620 -1.618 0.545
O 3.858 -0.827 -0.585
C 5.157 -0.968 -0.948
O 5.716 -0.311 -1.794
O 5.626 -2.004 -0.345
H 4.360 -3.665 0.002
H 5.074 -2.864 1.513
H 3.884 -0.898 1.544
H 2.664 -1.907 0.747
*
```



Entry from the OMol25 dataset: a molecular structure, C23H50N2O2P3Pb in a non-equilibrium geometry (ωB97M-V with the def2-TZVPD basis set).

Summary:
Highest occupied orbital energy (spin up / spin down) ... -17.696 / -17.690 eV
Electronic energy ... -64824.568 eV

Structure (ORCA input):
```
! RIJCOSX wB97M-V def2-TZVPD def2/J DEFGRID3
* xyz 3 1
Pb -1.266 -0.726 0.213
P -2.496 1.654 -0.278
C -3.887 1.329 -1.418
C -3.488 0.543 -2.661
N -2.418 -0.267 -2.594
C -2.098 -1.015 -3.663
C -2.823 -0.948 -4.859
C -3.935 -0.111 -4.929
C -4.282 0.641 -3.810
C -0.888 -1.935 -3.586
P -0.450 -2.496 -1.889
H -5.142 1.316 -3.797
H -2.510 -1.575 -5.698
H -4.523 -0.048 -5.842
H -1.030 -2.808 -4.242
H 0.003 -1.414 -3.979
H -4.646 0.769 -0.837
H -4.348 2.288 -1.697
H -4.617 -3.334 1.437
O -5.472 -2.883 1.306
H -6.064 -3.614 1.048
H -0.982 -4.978 1.583
O -1.703 -5.525 1.963
H -1.214 -6.205 2.455
C -1.389 -4.045 -1.681
H -1.145 -4.808 -2.437
H -1.195 -4.474 -0.684
H -2.465 -3.821 -1.741
C 1.291 -3.059 -2.000
H 1.598 -3.465 -1.023
H 1.478 -3.835 -2.759
H 1.937 -2.195 -2.224
C -1.706 3.158 -0.920
H -2.392 4.021 -0.967
H -0.850 3.423 -0.280
H -1.317 2.955 -1.929
C -3.239 2.092 1.330
H -2.434 2.306 2.055
H -3.905 2.967 1.273
H -3.816 1.230 1.708
C 0.786 -1.171 3.013
C 1.977 -0.796 2.097
C 3.271 -0.733 2.929
C 2.114 -1.937 1.088
P 1.685 0.880 1.170
N 0.258 0.768 0.488
C 1.583 2.325 2.405
C 2.988 2.870 2.707
C 0.710 3.459 1.852
C 0.923 1.894 3.724
C 2.825 1.284 -0.342
C 2.437 2.664 -0.911
C 4.312 1.272 0.040
C 2.630 0.270 -1.480
H 0.960 -2.194 3.382
H -0.176 -1.182 2.476
H 0.678 -0.521 3.884
H 3.411 -1.715 3.415
H 4.153 -0.547 2.298
H 3.241 0.019 3.728
H 1.212 -2.037 0.471
H 2.984 -1.835 0.430
H 2.214 -2.885 1.643
H 3.433 3.367 1.835
H 2.899 3.634 3.498
H 3.669 2.090 3.073
H -0.323 3.115 1.720
H 0.697 4.280 2.588
H 1.078 3.869 0.908
H -0.076 1.473 3.552
H 1.539 1.198 4.307
H 0.789 2.792 4.349
H 2.690 3.501 -0.246
H 3.002 2.821 -1.844
H 1.366 2.690 -1.158
H 4.642 0.272 0.358
H 4.894 1.543 -0.859
H 4.561 1.997 0.823
H 3.041 -0.719 -1.241
H 1.571 0.179 -1.754
H 3.180 0.638 -2.362
*
```



Entry from the OMol25 dataset: 2 unconnected molecules or ions with the total composition C23H50N6O4PS in a non-equilibrium geometry (ωB97M-V with the def2-TZVPD basis set).

Summary:
Highest occupied orbital energy ... -11.189 eV
Electronic energy ... -61897.574 eV

Structure (ORCA input):
```
! RIJCOSX wB97M-V def2-TZVPD def2/J DEFGRID3
* xyz 1 1
C 1.879 -1.680 2.215
C 2.624 -2.996 1.586
C 4.050 -2.707 0.837
C 4.329 -1.156 0.413
C 5.910 -1.039 -0.093
N 3.357 -0.543 -0.558
C 2.500 -1.091 -1.672
C 2.409 -2.662 -2.125
C 1.039 -2.928 -3.046
C -0.237 -3.474 -2.174
C -0.503 -2.690 -0.760
C -1.406 -1.327 -0.877
C -1.687 -0.833 0.696
C -2.832 0.335 0.816
C -2.387 1.796 0.192
O -3.301 2.113 -0.918
C -3.099 3.509 -1.392
N 1.725 0.021 -2.376
C 2.140 1.297 -1.679
N 1.664 2.531 -2.046
P 0.541 2.570 -3.455
N -0.892 1.869 -3.179
N 3.110 0.845 -0.610
C 3.687 1.980 0.207
C 4.879 2.660 -0.749
O 6.239 2.152 -0.374
C 4.847 4.299 -0.760
N 4.702 4.939 0.603
H 2.418 -1.322 3.217
H 0.802 -2.049 2.576
H 1.679 -0.808 1.462
H 1.929 -3.658 0.879
H 2.872 -3.711 2.510
H 4.211 -3.407 -0.110
H 4.918 -3.012 1.598
H 4.287 -0.517 1.421
H 5.959 -0.606 -1.188
H 6.474 -2.082 0.013
H 6.509 -0.280 0.599
H 3.392 -2.886 -2.760
H 2.347 -3.435 -1.249
H 1.347 -3.822 -3.776
H 0.779 -2.025 -3.749
H -0.149 -4.641 -2.068
H -1.204 -3.287 -2.849
H -1.125 -3.443 -0.075
H 0.457 -2.421 -0.147
H -0.724 -0.499 -1.350
H -2.408 -1.528 -1.447
H -2.044 -1.729 1.387
H -0.661 -0.425 1.144
H -3.881 0.040 0.363
H -3.032 0.528 1.975
H -2.571 2.624 1.032
H -1.251 1.862 -0.082
H -3.142 3.451 -2.582
H -2.028 3.891 -1.113
H -3.952 4.247 -1.051
H 1.956 3.385 -1.521
H 0.279 3.941 -3.820
H 1.141 1.833 -4.576
H -0.890 1.501 -2.203
H 2.885 2.783 0.535
H 4.240 1.649 1.191
H 4.736 2.317 -1.881
H 6.725 2.136 -1.271
H 4.024 4.632 -1.539
H 5.886 4.676 -1.211
H 5.141 4.239 1.272
H 3.656 4.990 0.762
C -8.250 -0.794 3.413
C -8.023 0.038 2.152
C -6.515 0.235 1.998
S -5.745 -1.178 2.775
O -5.006 -0.721 3.933
O -5.148 -2.016 1.755
C -7.255 -1.942 3.335
H -9.280 -1.159 3.478
H -8.050 -0.183 4.300
H -8.415 -0.503 1.282
H -8.543 1.000 2.202
H -6.220 0.277 0.946
H -6.174 1.135 2.517
H -7.091 -2.434 4.295
H -7.558 -2.676 2.582
*
```